Computed, not measured: one molecule with the formula C7H10 in a non-equilibrium geometry, with the ωB97M-V functional and the def2-TZVPD basis.

Properties
* HOMO level: -8.566 eV
* HOMO-LUMO gap: 9.6 eV
* SMILES string: CC1=C2CCC[C@H]12

Atoms and positions in Å:
C 1.170699 -1.831269 -0.081247
C 0.994187 -0.375431 -0.344239
C 0.863058 0.904882 -0.233695
C 0.280521 1.572841 0.927914
C -1.182244 0.886342 0.812120
C -1.265236 0.066720 -0.543415
C -0.025361 0.248298 -1.230764
H 0.350852 -2.402984 -0.489841
H 1.083576 -1.970165 1.000282
H 2.060869 -2.268802 -0.382036
H 0.734117 1.241566 1.860353
H 0.385092 2.711644 0.656887
H -2.053992 1.613062 0.814882
H -1.189272 0.048592 1.513591
H -1.457139 -1.050864 -0.228250
H -2.130754 0.395762 -1.281116
H 0.208343 0.557913 -2.287865

Cartesian forces (eV/Å) of the 2 atoms listed first:
C -1.6 1.3 2.3
C 1.4 -1.9 -2.6

***

Computed, not measured: one molecule with the formula C7H10 in a non-equilibrium geometry, with the ωB97M-V functional and the def2-TZVPD basis.

Properties
* HOMO level: -8.159 eV
* HOMO-LUMO gap: 9.3 eV
* SMILES string: C=C[C@H]1CCC1=C

Atoms and positions in Å:
C 1.431073 -0.947170 1.000432
C 1.161553 -0.899672 -0.302538
C -0.207251 -0.545801 -0.894458
C -1.425604 -0.704222 0.054746
C -1.528759 0.832334 0.267892
C -0.286564 0.965799 -0.548867
C 0.898276 1.538968 -0.410050
H 2.446870 -0.906685 1.388699
H 0.643198 -0.892587 1.750657
H 1.986500 -0.917893 -1.017924
H -0.351734 -0.944310 -1.904026
H -1.201004 -1.272399 0.958260
H -2.292053 -1.145901 -0.441144
H -2.403713 1.256956 -0.240911
H -1.486124 1.243835 1.281839
H 1.377304 1.990183 0.450346
H 1.492478 1.322484 -1.271429

Cartesian forces (eV/Å) of the 2 atoms listed first:
C 0.0 -0.3 0.0
C -0.1 -0.7 0.1

***

Computed, not measured: C7H10 as an isolated structure, with the ωB97M-V functional and the def2-TZVPD basis.

Properties
* HOMO level (spin up / spin down): -6.614 / -7.087 eV
* HOMO-LUMO gap (spin up / spin down): 7.1 / 7.8 eV

Atoms and positions in Å:
C -1.464528 0.332898 1.214750
C -0.236871 0.197859 0.320034
C 0.660068 1.432749 0.204330
C 0.958999 -0.061360 -1.574327
C 1.080347 -1.246511 -0.868346
C 0.568471 -1.103123 0.538747
C -0.409877 0.070502 -1.157848
H -1.148861 0.550403 2.241342
H -2.099812 1.161894 0.882619
H -2.069527 -0.581360 1.238907
H 0.724873 2.060786 1.113227
H 0.443205 2.048692 -0.668080
H 1.375810 0.142442 -2.554806
H 1.600911 -2.134598 -1.233111
H 1.407800 -1.035362 1.248590
H -0.096154 -1.920613 0.839666
H -1.294854 0.084702 -1.785696

Cartesian forces (eV/Å) of the 2 atoms listed first:
C 0.0 0.1 0.0
C -0.1 0.0 -0.1

***

Computed, not measured: one molecule with the formula C7H10 in a non-equilibrium geometry, with the ωB97M-V functional and the def2-TZVPD basis.

Properties
* HOMO level: -6.484 eV
* HOMO-LUMO gap: 4.9 eV

Atoms and positions in Å:
C -2.600129 0.074899 0.933240
C -2.327595 0.537080 -0.472764
C -1.288382 -0.469737 0.341788
C -0.144616 0.341311 0.639073
C 1.274458 -1.161515 -0.810761
C 1.042641 -0.073339 0.157340
C 2.346986 0.650764 0.322463
H 0.544345 -2.126587 -1.115003
H -2.621692 0.079642 -1.475546
H -1.814892 1.480994 -0.788071
H -0.928740 -1.339441 -0.097456
H -3.225939 -0.701661 1.334437
H -0.434727 1.177202 1.262924
H 2.177558 -1.132346 -1.410108
H 2.132713 1.735084 0.279651
H 3.054916 0.437963 -0.463401
H 2.813101 0.489694 1.362190

Cartesian forces (eV/Å) of the 2 atoms listed first:
C 1.7 0.5 -1.7
C -0.4 -1.0 -0.6

***

Computed, not measured: one molecule with the formula C7H10 in a non-equilibrium geometry, with the ωB97M-V functional and the def2-TZVPD basis.

Properties
* HOMO level: -8.330 eV
* HOMO-LUMO gap: 8.6 eV
* SMILES string: C=CC(=C)/C=C/C

Atoms and positions in Å:
C 2.067483 1.266750 -0.990154
C 1.448933 0.885771 0.143299
C 0.073384 1.130023 0.432507
C -0.620887 2.230934 0.044432
C -0.706858 -0.042189 0.797174
C -0.343375 -1.232012 0.137571
C -1.241890 -2.466583 0.110853
H 3.157044 1.401907 -1.149698
H 1.415322 1.006727 -1.899918
H 1.937036 0.072034 0.712750
H -0.032508 3.091583 -0.176201
H -1.628055 2.182696 0.352403
H -1.752123 0.096898 0.977989
H 0.633635 -1.527521 -0.032692
H -2.232905 -2.096701 0.520501
H -1.264652 -2.782815 -0.889993
H -0.909584 -3.217502 0.909177

Cartesian forces (eV/Å) of the 2 atoms listed first:
C -0.7 -0.9 -1.9
C 1.7 -0.6 0.3

***

Computed, not measured: C7H10 as an isolated structure in a non-equilibrium geometry, with the ωB97M-V functional and the def2-TZVPD basis.

Properties
* HOMO level: -8.798 eV
* HOMO-LUMO gap: 9.9 eV

Atoms and positions in Å:
C -0.214990 1.900941 0.380579
C 0.139300 0.487521 0.137790
C 0.226239 -0.504734 1.307752
C 0.719906 -1.538714 0.308626
C -0.122483 -1.396714 -0.940338
C -0.877777 -0.058595 -0.814885
C 1.095225 -0.518672 -0.724004
H 0.167973 2.339781 1.320448
H -0.017592 2.569979 -0.464178
H -1.504210 1.608116 0.295569
H -0.710709 -0.710607 1.844257
H 1.012013 -0.218631 2.016781
H 1.271610 -2.446898 0.517344
H -0.219168 -2.176164 -1.699459
H -2.014573 0.561836 -0.269537
H -0.853913 0.432610 -1.796482
H 1.903149 -0.331056 -1.420261

Cartesian forces (eV/Å) of the 2 atoms listed first:
C -1.7 -0.1 -0.2
C 0.1 -0.3 -0.8

***

Relative energy (zero: lowest compared OMol25 entry of this formula, charge and spin) for the records above, in order: 434.8 357.8 564.4 760.6 401.9 510.3 kJ/mol